No. 1
C3H3N2O2 | ωB97M-V/def2-TZVPD

For the orbital gap, the calculation gives 3.9541 eV. The value obtained for the max |F| is 3.6 eV/A. Its LUMO energy is 2.9 eV. The energy above the lowest of the compared OMol25 structures with the same formula, charge and spin comes out at 3.189 eV.

Geometry as ORCA input:
```
! RIJCOSX wB97M-V def2-TZVPD def2/J DEFGRID3
* xyz -1 1
O 2.5389 2.0485 -1.4747
O 3.3032 1.7930 0.6797
N -0.7581 1.0706 -0.3135
N -1.3810 -2.4796 -0.2002
C -0.9269 -0.1328 0.0251
C -1.5700 -1.2760 0.3084
C 2.8084 1.8857 -0.3553
H -2.1895 -1.2192 1.4358
H 0.1986 1.4333 -0.3770
H -2.0234 -3.1234 0.2717
*
```


No. 2
C3H3N2O2S | ωB97M-V/def2-TZVPD

For the orbital gap, the calculation gives 7.1892 eV. The value obtained for the max |F| is 4.8 eV/A. Its LUMO energy is 3.8 eV. The energy above the lowest of the compared OMol25 structures with the same formula, charge and spin comes out at 1.944 eV.

Geometry as ORCA input:
```
! RIJCOSX wB97M-V def2-TZVPD def2/J DEFGRID3
* xyz -1 1
S -1.6715 0.3088 0.6365
O 2.0325 -0.4900 -0.5214
O -0.4280 -0.1839 3.4457
N 0.9401 -1.1649 1.8208
N -0.1836 0.1240 -0.3198
C 0.9816 -0.4220 -0.0147
C 0.1648 -0.6497 2.5531
C -0.4583 0.5420 -1.6546
H 0.6277 0.9298 -1.9499
H -0.7202 -0.2007 -2.4474
H -1.2850 1.2064 -1.5483
*
```


No. 3
C3H3N2O3 | ωB97M-V/def2-TZVPD

For the orbital gap, the calculation gives 7.8612 eV. The value obtained for the max |F| is 4.8 eV/A. Its LUMO energy is 3.9 eV. The energy above the lowest of the compared OMol25 structures with the same formula, charge and spin comes out at 2.482 eV. The SMILES is N/N=C(\C=O)C(=O)[O-].

Geometry as ORCA input:
```
! RIJCOSX wB97M-V def2-TZVPD def2/J DEFGRID3
* xyz -1 1
O 0.4460 1.4427 0.7886
O -3.7183 -0.6109 0.8004
O -3.0557 0.6303 -0.9208
N 0.6799 -1.0079 0.0179
N -0.6378 -1.0987 0.0351
C -2.9092 -0.0525 0.0793
C -0.6464 1.2311 0.3511
C -1.3172 0.0108 0.3470
H 1.0506 -0.0855 0.2273
H -1.2478 2.0607 0.1066
H 0.9262 -1.8419 -0.5274
*
```


No. 4
C3H3N2O3 | ωB97M-V/def2-TZVPD

For the orbital gap, the calculation gives 8.9383 eV. The value obtained for the max |F| is 3.4 eV/A. Its LUMO energy is 4.0 eV. The energy above the lowest of the compared OMol25 structures with the same formula, charge and spin comes out at 3.598 eV. The SMILES is O=C([O-])C1=NCNO1.

Geometry as ORCA input:
```
! RIJCOSX wB97M-V def2-TZVPD def2/J DEFGRID3
* xyz -1 1
O 0.4997 1.3631 -2.7948
O 1.3378 -0.0482 0.5038
O 0.2792 2.2652 -0.7270
N -0.7636 -0.6296 -0.4752
N 0.4428 -0.4868 1.4585
C 0.2210 0.0948 -0.7870
C -0.6387 -1.2332 0.8114
C 0.3691 1.3672 -1.6099
H -0.0533 0.4088 1.7583
H -1.5341 -0.9478 1.3426
H -0.1598 -2.1535 0.5194
*
```


No. 5
C3H3N2O3P | ωB97M-V/def2-TZVPD

For the orbital gap (alpha / beta), the calculation gives 4.5410 / 5.3036 eV. The value obtained for the max |F| is 3.5 eV/A. The expectation value of S² is 2.0388. Its LUMO energy (alpha / beta) is 6.5 / 5.7 eV. The energy above the lowest of the compared OMol25 structures with the same formula, charge and spin comes out at 3.018 eV.

Geometry as ORCA input:
```
! RIJCOSX wB97M-V def2-TZVPD def2/J DEFGRID3
* xyz -2 3
P 1.4280 1.5061 -0.5988
O 1.2371 2.2237 -1.9632
O 2.6696 0.5834 -0.5231
O 1.2404 2.5031 0.5391
N 0.5148 -0.7318 0.2491
N -0.2020 -1.8470 0.6654
C -1.9701 -0.4400 -0.1461
C 0.0559 0.3093 -0.3176
C -1.4790 -1.5602 0.5230
H -2.0774 -2.3097 1.0362
H 1.4020 -0.4478 0.6480
H -2.8193 0.2108 -0.1120
*
```


No. 6
C3H3N2OS | ωB97M-V/def2-TZVPD

For the orbital gap (alpha / beta), the calculation gives 8.2085 / 7.5748 eV. The value obtained for the max |F| is 4.0 eV/A. Its LUMO energy (alpha / beta) is -7.0 / -7.3 eV. The energy above the lowest of the compared OMol25 structures with the same formula, charge and spin comes out at 8.172 eV.

Geometry as ORCA input:
```
! RIJCOSX wB97M-V def2-TZVPD def2/J DEFGRID3
* xyz 1 1
S -0.9664 -0.1509 1.1955
O -1.1215 0.5628 -1.5380
N 0.4639 -1.7725 -1.4847
N -0.8250 -0.0667 -2.6109
C 0.7006 0.5114 1.7362
C -0.1097 -1.1048 -2.2217
C -0.8202 0.1564 -0.3923
H 1.2247 -0.3733 1.8233
H 1.0741 1.1173 0.9524
H 0.3794 1.1204 2.5402
*
```


No. 7
C3H3N2P | ωB97M-V/def2-TZVPD

For the orbital gap (alpha / beta), the calculation gives 7.9572 / 8.1885 eV. The value obtained for the max |F| is 2.0 eV/A. Its LUMO energy (alpha / beta) is -2.5 / -1.5 eV. The energy above the lowest of the compared OMol25 structures with the same formula, charge and spin comes out at 4.220 eV.

Geometry as ORCA input:
```
! RIJCOSX wB97M-V def2-TZVPD def2/J DEFGRID3
* xyz 0 1
P -0.4126 -0.4949 -1.1988
N 2.8541 1.2966 -1.5152
N -1.1656 3.0635 -0.7903
C 1.7866 1.2435 -1.0836
C 0.4028 1.0501 -0.7561
C -0.5305 2.1162 -0.8618
H 0.2165 -1.3330 -0.3224
H 0.1183 1.1240 1.2826
H -1.5958 -0.4115 -0.3355
*
```


No. 8
C3H3N2S | ωB97M-V/def2-TZVPD

For the orbital gap (alpha / beta), the calculation gives 7.5794 / 7.5770 eV. The value obtained for the max |F| is 1.4 eV/A. Its LUMO energy (alpha / beta) is -7.9 / -7.9 eV. The energy above the lowest of the compared OMol25 structures with the same formula, charge and spin comes out at 2.539 eV.

Geometry as ORCA input:
```
! RIJCOSX wB97M-V def2-TZVPD def2/J DEFGRID3
* xyz 1 1
S 0.6483 1.5020 -2.0633
N 0.3119 -0.8783 1.6650
N 0.4329 0.6624 -0.7685
C -0.6354 -0.0387 -0.4061
C -0.6568 -0.7622 0.7727
C 1.0876 -1.0165 2.5397
H -1.5667 -1.3091 1.0108
H -1.5344 -0.0769 -1.0191
H 1.9125 1.9173 -1.7314
*
```


No. 9
C3H3N3 | ωB97M-V/def2-TZVPD

For the orbital gap, the calculation gives 9.7838 eV. The value obtained for the max |F| is 3.6 eV/A. Its LUMO energy is -0.6 eV. The energy above the lowest of the compared OMol25 structures with the same formula, charge and spin comes out at 1.828 eV. The SMILES is [H]/N=C/C(C#N)=N\[H].

Geometry as ORCA input:
```
! RIJCOSX wB97M-V def2-TZVPD def2/J DEFGRID3
* xyz 0 1
N 0.5398 -1.6300 -0.0592
N 2.9485 0.8156 0.2078
N -1.8007 0.0933 -0.1902
C -0.6604 0.5524 -0.0795
C 0.6737 -0.3893 -0.0332
C 1.9297 0.2969 0.1815
H -0.5698 1.6456 0.1913
H -0.4232 -1.9677 -0.2506
H -2.6375 0.5831 0.0322
*
```


No. 10
C3H3N3 | ωB97M-V/def2-TZVPD

For the orbital gap (alpha / beta), the calculation gives 10.0037 / 6.4791 eV. The value obtained for the max |F| is 3.9 eV/A. Its LUMO energy (alpha / beta) is -0.8 / -1.8 eV. The energy above the lowest of the compared OMol25 structures with the same formula, charge and spin comes out at 4.672 eV.

Geometry as ORCA input:
```
! RIJCOSX wB97M-V def2-TZVPD def2/J DEFGRID3
* xyz 0 1
N 2.0381 -0.6797 -0.3780
N -0.4283 -1.1654 -0.3081
N -0.7675 2.6990 -0.5057
C 0.8746 -0.4632 -0.1013
C -0.3492 1.7528 0.0213
C 0.1189 0.5545 0.6257
H -0.0169 0.4627 1.7025
H -0.6152 -2.0425 0.1758
H -0.8544 -1.1181 -1.2321
*
```


No. 11
C3H3N3 | ωB97M-V/def2-TZVPD

For the orbital gap, the calculation gives 10.8455 eV. The value obtained for the max |F| is 1.1 eV/A. Its LUMO energy is 0.5 eV. The energy above the lowest of the compared OMol25 structures with the same formula, charge and spin comes out at 1.773 eV. The SMILES is N#C[C@@H]1N=C1N.

Geometry as ORCA input:
```
! RIJCOSX wB97M-V def2-TZVPD def2/J DEFGRID3
* xyz 0 1
N -0.3824 -1.5701 -0.4416
N 1.6053 -0.0530 -0.1867
N -0.8655 2.5887 -0.3608
C 0.4732 -0.5957 -0.0938
C -0.2147 1.7518 0.1053
C 0.5038 0.6193 0.6655
H -0.3803 -1.8917 -1.3973
H 0.5581 0.5847 1.7501
H -1.2974 -1.4339 -0.0406
*
```


No. 12
C3H3N3 | ωB97M-V/def2-TZVPD

For the orbital gap, the calculation gives 10.6393 eV. The value obtained for the max |F| is 2.2 eV/A. Its LUMO energy is 0.5 eV. The energy above the lowest of the compared OMol25 structures with the same formula, charge and spin comes out at 3.382 eV. The SMILES is C#C.C#N.N#N.

Geometry as ORCA input:
```
! RIJCOSX wB97M-V def2-TZVPD def2/J DEFGRID3
* xyz 0 1
N -0.9813 0.6185 1.7997
N -1.3843 0.9131 -1.1803
N -1.6675 1.1956 1.1583
C 1.0381 -0.5965 -0.1238
C 0.9255 -0.5545 1.0733
C -0.5413 0.2247 -1.5701
H 1.0107 -0.6112 2.1239
H 0.0058 -0.3052 -2.3073
H 1.5943 -0.8846 -0.9737
*
```